DFT (ωB97M-V/def2-TZVPD) results for C5H9NS in the gas phase in a non-equilibrium geometry.

E_HOMO	-8.13	eV
SMILES string	CC1=C[C@H](N)CS1
total energy	-648.8420	hartree
relative energy (zero: lowest compared OMol25 entry of this formula, charge and spin)	7.0	kcal per mole

Each line ends with the Löwdin charge.
Positions of all 16 atoms, in Å:
C 0.767 1.730 -1.694  -0.098
C 0.559 0.717 -0.619  -0.600
C -0.154 -0.404 -0.697  -0.108
C -0.392 -1.128 0.615  -0.491
N -1.746 -1.001 1.120  0.039
C 0.707 -0.643 1.511  -0.434
S 1.109 1.067 1.036  0.905
H 0.300 1.410 -2.611  0.076
H 1.786 1.855 -1.849  0.051
H 0.287 2.670 -1.401  0.087
H -0.604 -0.736 -1.636  0.114
H -0.218 -2.221 0.510  0.140
H -2.434 -1.346 0.443  0.081
H -1.946 -0.025 1.290  0.071
H 1.607 -1.281 1.440  0.091
H 0.371 -0.663 2.541  0.075